[1]
Density functional theory data (ωB97M-V/def2-TZVPD) for 13 unconnected molecules or ions with the total composition C46H126N8O15.

CARTESIAN COORDINATES (ANGSTROEM)
1 C 5.652 -4.232 1.485
2 C 5.079 -3.100 2.336
3 O 3.789 -3.391 2.803
4 H 6.731 -4.163 1.339
5 H 5.293 -4.069 0.460
6 H 5.284 -5.190 1.841
7 H 5.158 -2.166 1.766
8 H 5.707 -2.953 3.221
9 H 3.113 -3.317 2.111
10 C 4.118 -1.635 -6.166
11 C 4.492 -0.808 -4.926
12 O 3.538 0.214 -4.778
13 H 4.814 -2.460 -6.330
14 H 4.178 -0.898 -6.969
15 H 3.102 -2.023 -6.125
16 H 5.498 -0.391 -4.970
17 H 4.592 -1.489 -4.066
18 H 2.689 -0.156 -4.501
19 C 3.988 -5.643 -2.182
20 C 4.691 -5.689 -3.540
21 O 5.405 -4.477 -3.827
22 H 2.923 -5.378 -2.193
23 H 4.439 -4.855 -1.578
24 H 4.014 -6.631 -1.723
25 H 4.017 -6.041 -4.323
26 H 5.484 -6.432 -3.431
27 H 4.789 -4.010 -4.403
28 C 0.136 2.552 3.446
29 C 0.985 1.860 2.377
30 O 0.436 2.115 1.114
31 H -0.849 2.085 3.515
32 H 0.018 3.599 3.164
33 H 0.593 2.512 4.438
34 H 1.065 0.790 2.590
35 H 2.011 2.223 2.491
36 H 0.998 2.742 0.617
37 C -2.673 -5.925 0.421
38 C -1.580 -6.138 -0.603
39 O -0.309 -5.771 -0.020
40 H -3.643 -5.945 -0.087
41 H -2.588 -4.951 0.895
42 H -2.673 -6.741 1.144
43 H -1.704 -5.509 -1.484
44 H -1.506 -7.155 -0.995
45 H 0.004 -6.563 0.431
46 C -0.486 9.104 -5.289
47 O -1.467 8.161 -5.627
48 C -1.052 6.820 -5.483
49 C -1.449 6.260 -4.108
50 N -1.056 4.870 -4.056
51 C -0.981 4.255 -2.751
52 C -0.632 2.781 -2.819
53 O 0.744 2.504 -2.609
54 C 1.053 1.128 -2.576
55 H -0.920 10.103 -5.272
56 H 0.339 9.105 -6.008
57 H -0.107 8.943 -4.272
58 H 0.040 6.775 -5.603
59 H -1.497 6.223 -6.280
60 H -2.525 6.415 -4.017
61 H -0.929 6.900 -3.378
62 H -0.171 4.765 -4.537
63 H -1.904 4.319 -2.175
64 H -0.239 4.768 -2.111
65 H -1.024 2.236 -3.683
66 H -1.120 2.352 -1.928
67 H 2.121 0.992 -2.418
68 H 0.869 0.792 -3.606
69 H 0.414 0.572 -1.885
70 C -8.628 -1.587 3.937
71 O -7.950 -1.602 2.706
72 C -8.556 -0.732 1.752
73 C -7.727 -0.890 0.477
74 N -7.870 -2.250 0.009
75 C -6.851 -2.714 -0.935
76 C -5.513 -3.110 -0.291
77 O -4.454 -2.402 -0.919
78 C -3.479 -1.915 -0.024
79 H -8.296 -0.771 4.583
80 H -8.519 -2.535 4.465
81 H -9.712 -1.515 3.782
82 H -8.464 0.289 2.131
83 H -9.585 -1.055 1.583
84 H -6.677 -0.652 0.766
85 H -7.818 -0.117 -0.294
86 H -7.923 -2.823 0.842
87 H -6.606 -1.834 -1.534
88 H -7.295 -3.486 -1.559
89 H -5.302 -4.178 -0.428
90 H -5.598 -2.949 0.790
91 H -3.925 -1.273 0.748
92 H -2.720 -1.367 -0.576
93 H -3.024 -2.742 0.538
94 C 0.121 -2.176 1.488
95 C 1.056 -2.359 0.286
96 C 2.181 -1.331 0.206
97 O 3.089 -1.819 -0.758
98 C 4.221 -1.011 -0.898
99 N 1.693 -3.677 0.497
100 H -0.540 -3.030 1.610
101 H -0.421 -1.245 1.292
102 H 0.753 -2.080 2.373
103 H 0.433 -2.298 -0.617
104 H 2.617 -1.158 1.199
105 H 1.698 -0.398 -0.119
106 H 4.781 -1.293 -1.788
107 H 4.861 -0.923 -0.014
108 H 3.953 0.034 -1.133
109 H 1.007 -4.427 0.411
110 H 2.324 -3.848 -0.283
111 C -2.729 3.929 0.745
112 C -3.064 2.501 1.180
113 C -4.528 2.169 1.013
114 O -5.323 2.981 1.862
115 C -6.622 2.462 1.930
116 N -2.287 1.538 0.378
117 H -1.927 3.975 0.003
118 H -2.401 4.470 1.631
119 H -3.504 4.496 0.221
120 H -2.765 2.361 2.225
121 H -4.720 1.098 1.176
122 H -4.772 2.329 -0.049
123 H -7.222 3.178 2.500
124 H -6.632 1.557 2.558
125 H -7.185 2.215 1.024
126 H -1.308 1.704 0.617
127 H -2.420 0.595 0.741
128 C -1.246 -0.030 5.796
129 C -1.869 -1.241 5.084
130 C -2.531 -0.941 3.740
131 O -3.387 0.188 3.752
132 C -4.676 -0.048 4.244
133 N -0.873 -2.337 4.834
134 H -1.458 0.918 5.303
135 H -0.165 -0.079 5.922
136 H -1.684 0.019 6.795
137 H -2.621 -1.737 5.702
138 H -3.172 -1.756 3.366
139 H -1.854 -0.831 2.888
140 H -5.290 0.851 4.241
141 H -4.593 -0.483 5.246
142 H -5.289 -0.744 3.646
143 H -0.205 -1.835 4.251
144 H -0.419 -2.467 5.735
145 C -1.409 -3.222 -3.268
146 C -0.313 -3.682 -4.227
147 C 0.956 -2.869 -4.155
148 O 0.744 -1.502 -4.494
149 C 0.196 -1.281 -5.779
150 N 0.050 -5.095 -3.882
151 H -0.963 -3.153 -2.272
152 H -2.263 -3.896 -3.229
153 H -1.770 -2.227 -3.547
154 H -0.680 -3.738 -5.254
155 H 1.652 -3.312 -4.880
156 H 1.354 -2.846 -3.138
157 H 0.804 -1.826 -6.516
158 H 0.276 -0.231 -6.041
159 H -0.825 -1.653 -5.857
160 H 0.620 -4.983 -3.046
161 H -0.787 -5.610 -3.648
162 C 4.211 2.691 -0.224
163 C 3.676 4.080 0.077
164 C 4.220 5.169 -0.869
165 O 3.473 6.375 -0.689
166 C 4.038 7.288 0.230
167 N 2.208 4.038 0.054
168 H 3.607 2.235 -1.013
169 H 4.133 2.115 0.697
170 H 5.208 2.717 -0.668
171 H 4.028 4.452 1.047
172 H 4.058 4.910 -1.919
173 H 5.283 5.365 -0.706
174 H 3.781 7.092 1.276
175 H 3.720 8.294 -0.036
176 H 5.131 7.256 0.157
177 H 1.908 3.833 -0.901
178 H 1.915 5.007 0.169
179 C 6.286 2.517 4.057
180 C 4.901 2.095 4.558
181 C 4.525 0.729 4.013
182 O 3.123 0.569 4.094
183 C 2.677 -0.684 4.571
184 N 4.918 2.158 6.046
185 H 6.292 2.524 2.967
186 H 7.099 1.932 4.494
187 H 6.514 3.530 4.400
188 H 4.189 2.852 4.220
189 H 5.109 -0.030 4.550
190 H 4.837 0.642 2.962
191 H 3.077 -1.522 3.993
192 H 1.596 -0.655 4.428
193 H 2.863 -0.902 5.629
194 H 5.713 1.591 6.345
195 H 4.133 1.563 6.327

Summary:
DFT total energy	-3394.5674	hartree
largest force on an atom	2.1	eV/Å
HOMO-LUMO gap	9.110	eV

These are the Mulliken partial charges, in e, on atoms 1 to 99: C -0.95; C 0.42; O -0.71; H 0.42; H -0.06; H 0.31; H -0.31; H 0.44; H 0.24; C -1.09; C 0.47; O -0.53; H 0.42; H 0.31; H 0.14; H 0.49; H -0.41; H 0.19; C 0.03; C -0.40; O -0.50; H -0.36; H -0.07; H 0.45; H 0.32; H 0.29; H 0.20; C -0.80; C 1.52; O 0.81; H -0.42; H 0.38; H 0.38; H -0.78; H -0.25; H -0.28; C -0.83; C 0.10; O -0.44; H 0.24; H 0.07; H 0.40; H -0.30; H 0.40; H 0.18; C -0.67; O -0.36; C -0.65; C -0.37; N -0.33; C -0.66; C 0.04; O -0.40; C 0.27; H 0.27; H 0.28; H 0.27; H 0.40; H 0.34; H 0.22; H 0.24; H 0.27; H 0.34; H 0.23; H 0.44; H -0.22; H -0.25; H 0.14; H -0.01; C -0.85; O -0.24; C -0.83; C -0.04; N -0.39; C -0.97; C 0.08; O -0.42; C 0.38; H 0.27; H 0.27; H 0.34; H 0.37; H 0.49; H -0.11; H 0.44; H 0.32; H 0.38; H 0.31; H 0.06; H 0.30; H -0.17; H 0.15; H -0.04; C -0.79; C 2.24; C 0.44; O 0.26; C -0.30; N -0.48



[2]
Density functional theory data (ωB97M-V/def2-TZVPD) for 13 unconnected molecules or ions with the total composition C46H128N10O16.

CARTESIAN COORDINATES (ANGSTROEM)
1 C 4.798 -4.118 -6.483
2 C 4.852 -4.470 -5.001
3 C 3.997 -3.423 -4.229
4 O 4.002 -3.587 -2.778
5 C 3.221 -2.602 -2.063
6 N 4.161 -5.753 -4.848
7 H 3.754 -4.144 -6.795
8 H 5.299 -4.937 -7.000
9 H 5.257 -3.168 -6.757
10 H 5.875 -4.534 -4.633
11 H 3.007 -3.371 -4.682
12 H 4.355 -2.409 -4.405
13 H 3.297 -2.905 -1.019
14 H 2.174 -2.553 -2.359
15 H 3.554 -1.600 -2.336
16 H 4.229 -5.976 -3.865
17 H 3.167 -5.604 -4.948
18 C 2.477 -0.868 -6.352
19 C 1.117 -1.343 -6.785
20 C -0.021 -0.806 -5.939
21 O 0.061 -1.431 -4.616
22 C -0.917 -0.917 -3.766
23 N 0.825 -0.838 -8.111
24 H 3.253 -1.257 -7.011
25 H 2.584 -1.155 -5.305
26 H 2.377 0.206 -6.507
27 H 1.046 -2.430 -6.742
28 H -0.954 -1.141 -6.393
29 H -0.145 0.273 -5.848
30 H -0.918 -1.591 -2.909
31 H -1.962 -0.904 -4.075
32 H -0.653 0.073 -3.393
33 H 1.500 -1.285 -8.715
34 H 0.059 -1.350 -8.524
35 C 0.242 -2.248 1.331
36 C -0.067 -0.731 1.292
37 C -0.863 -0.270 0.052
38 O -1.175 1.106 0.155
39 C -1.614 1.713 -1.089
40 N -0.843 -0.466 2.494
41 H 0.947 -2.575 0.568
42 H -0.608 -2.898 1.124
43 H 0.598 -2.600 2.299
44 H 0.864 -0.168 1.244
45 H -1.748 -0.876 -0.145
46 H -0.174 -0.386 -0.784
47 H -2.016 2.720 -0.989
48 H -2.289 1.031 -1.606
49 H -0.750 1.823 -1.746
50 H -1.774 -0.537 2.109
51 H -0.936 0.526 2.664
52 C 3.768 -3.212 2.195
53 C 4.377 -4.009 3.351
54 C 5.129 -5.255 2.892
55 O 4.320 -6.233 2.232
56 C 3.462 -6.942 3.140
57 N 5.309 -3.188 4.130
58 H 3.106 -2.410 2.522
59 H 3.314 -3.954 1.537
60 H 4.681 -2.922 1.676
61 H 3.658 -4.513 3.996
62 H 5.617 -5.743 3.735
63 H 5.907 -4.940 2.196
64 H 3.065 -7.817 2.625
65 H 2.636 -6.297 3.442
66 H 3.994 -7.341 4.003
67 H 5.724 -3.717 4.884
68 H 4.888 -2.366 4.539
69 C 2.218 2.284 1.874
70 C 2.433 3.601 1.136
71 C 2.216 4.841 2.013
72 O 0.796 4.951 2.421
73 C 0.626 5.897 3.428
74 N 3.786 3.699 0.606
75 H 1.177 2.207 2.188
76 H 2.892 2.164 2.722
77 H 2.405 1.439 1.211
78 H 1.701 3.705 0.335
79 H 2.452 5.793 1.539
80 H 2.857 4.818 2.895
81 H 1.217 5.690 4.320
82 H -0.372 6.009 3.852
83 H 0.920 6.850 2.988
84 H 4.001 2.763 0.293
85 H 4.383 3.979 1.370
86 C -3.644 -4.128 2.895
87 C -3.710 -2.598 3.136
88 C -4.398 -1.818 2.010
89 O -4.255 -0.397 2.250
90 C -4.582 0.489 1.176
91 N -4.395 -2.390 4.407
92 H -3.182 -4.606 3.759
93 H -2.919 -4.282 2.097
94 H -4.624 -4.560 2.694
95 H -2.647 -2.364 3.089
96 H -5.417 -2.181 1.875
97 H -3.870 -2.011 1.077
98 H -5.627 0.314 0.920
99 H -3.963 0.326 0.294
100 H -4.373 1.545 1.348
101 H -4.522 -1.400 4.559
102 H -5.322 -2.789 4.364
103 C 2.013 1.637 -2.335
104 C 3.351 2.143 -2.793
105 C 4.546 1.384 -2.164
106 O 4.482 1.346 -0.730
107 C 5.418 0.512 -0.087
108 N 3.326 1.963 -4.212
109 H 2.036 1.632 -1.245
110 H 1.811 0.590 -2.560
111 H 1.192 2.223 -2.749
112 H 3.445 3.210 -2.591
113 H 5.532 1.790 -2.394
114 H 4.504 0.356 -2.522
115 H 6.453 0.775 -0.307
116 H 5.341 -0.541 -0.358
117 H 5.302 0.679 0.984
118 H 3.484 1.010 -4.509
119 H 2.387 2.125 -4.546
120 C -0.221 -7.157 2.517
121 C -1.296 -7.093 1.454
122 C -0.791 -6.712 0.082
123 O -0.260 -5.364 -0.016
124 C -0.081 -4.933 -1.363
125 N -1.922 -8.415 1.418
126 H -0.572 -7.492 3.492
127 H 0.166 -6.150 2.676
128 H 0.596 -7.830 2.256
129 H -2.097 -6.425 1.772
130 H -1.579 -6.861 -0.656
131 H -0.048 -7.464 -0.182
132 H 0.687 -5.531 -1.855
133 H 0.136 -3.870 -1.264
134 H -0.992 -4.982 -1.960
135 H -2.482 -8.697 2.209
136 H -2.715 -8.327 0.800
137 C -2.298 2.727 3.183
138 C -3.121 2.345 4.476
139 C -3.154 3.533 5.544
140 O -1.839 3.815 5.919
141 C -1.689 5.074 6.686
142 N -4.426 1.951 4.054
143 H -2.603 3.697 2.791
144 H -2.304 2.012 2.359
145 H -1.261 2.911 3.466
146 H -2.624 1.486 4.927
147 H -3.678 3.254 6.458
148 H -3.490 4.482 5.127
149 H -2.339 4.985 7.557
150 H -1.984 5.984 6.164
151 H -0.629 5.201 6.905
152 H -4.396 1.183 3.397
153 H -4.843 2.735 3.574
154 C -2.702 3.048 -4.843
155 C -4.045 3.762 -4.833
156 C -4.501 4.127 -3.414
157 O -4.252 2.975 -2.612
158 C -5.233 1.972 -2.670
159 N -4.021 4.865 -5.741
160 H -2.652 2.100 -4.307
161 H -1.965 3.716 -4.396
162 H -2.329 2.946 -5.862
163 H -4.744 3.061 -5.290
164 H -5.533 4.478 -3.430
165 H -3.784 4.848 -3.021
166 H -4.813 1.114 -2.144
167 H -5.497 1.617 -3.666
168 H -6.138 2.412 -2.251
169 H -4.930 5.304 -5.725
170 H -3.369 5.517 -5.328
171 C 2.062 0.292 4.711
172 C 2.279 -1.135 5.290
173 O 3.562 -1.395 5.752
174 O 0.687 0.627 4.796
175 H 2.469 0.372 3.703
176 H 2.754 0.949 5.237
177 H 1.974 -1.878 4.553
178 H 1.543 -1.206 6.091
179 H 3.611 -1.189 6.689
180 H 0.152 0.208 4.118
181 C -4.427 4.430 0.516
182 C -5.227 5.566 -0.156
183 O -5.674 6.601 0.668
184 O -5.117 3.978 1.697
185 H -3.500 4.871 0.883
186 H -4.198 3.582 -0.130
187 H -6.042 5.074 -0.687
188 H -4.597 6.009 -0.928
189 H -6.625 6.555 0.785
190 H -5.129 4.648 2.384
191 C -0.510 5.409 -0.522
192 C -1.412 6.222 -1.446
193 O -0.972 6.232 -2.785
194 O -1.077 5.314 0.774
195 H 0.484 5.857 -0.487
196 H -0.302 4.397 -0.870
197 H -1.534 7.257 -1.129
198 H -2.419 5.809 -1.512
199 H -0.051 6.501 -2.787
200 H -0.461 5.050 1.461

Summary:
DFT total energy	-3580.4564	hartree
largest force on an atom	2.7	eV/Å
HOMO-LUMO gap	8.618	eV

These are the Mulliken partial charges, in e, on atoms 1 to 99: C -1.38; C 0.32; C -0.52; O -0.43; C 0.75; N -0.79; H 0.22; H 0.40; H 0.35; H 0.41; H 0.22; H 0.25; H 0.20; H 0.05; H -0.58; H 0.35; H 0.29; C -0.69; C 0.58; C -1.02; O -0.22; C -0.43; N -0.76; H 0.33; H -0.34; H 0.50; H 0.24; H 0.32; H 0.36; H -0.06; H 0.51; H 0.14; H 0.30; H 0.28; C -1.85; C 2.76; C -1.40; O 1.83; C 0.20; N -0.37; H 0.01; H 0.43; H 0.22; H -0.88; H 0.19; H -0.11; H -0.66; H 0.33; H -0.70; H -0.43; H 0.35; C -0.91; C 0.74; C -1.19; O -0.33; C -0.55; N -0.75; H 0.04; H 0.23; H 0.39; H 0.24; H 0.45; H 0.38; H 0.22; H 0.18; H 0.34; H 0.29; H 0.23; C -0.87; C 1.73; C -1.84; O 0.11; C -0.93; N -0.55; H 0.12; H 0.41; H 0.13; H -0.59; H 0.56; H 0.60; H 0.31; H 0.17; H 0.34; H 0.17; H 0.38; C -1.33; C 1.06; C -0.88; O -0.32; C 0.17; N -0.74; H 0.45; H -0.04; H 0.39; H -0.17; H 0.52; H 0.23; H 0.58; H 0.08



ΔE to the lowest compared entry with this formula, charge and spin readings, ordered: 0.0; 87.9 kcal/mol